[1]
{"formula": "C48H124AlBN8O16", "method": "ωB97M-V with the def2-TZVPD basis set", "e_lumo_ev": -9.724, "charge": 2, "symbols": ["Al", "B", "H", "H", "H", "H", "C", "O", "C", "C", "N", "C", "C", "O", "C", "H", "H", "H", "H", "H", "H", "H", "H", "H", "H", "H", "H", "H", "H", "H", "C", "O", "C", "C", "N", "C", "C", "O", "C", "H", "H", "H", "H", "H", "H", "H", "H", "H", "H", "H", "H", "H", "H", "H", "C", "O", "C", "C", "N", "C", "C", "O", "C", "H", "H", "H", "H", "H", "H", "H", "H", "H", "H", "H", "H", "H", "H", "H", "C", "O", "C", "C", "N", "C", "C", "O", "C", "H", "H", "H", "H", "H", "H", "H", "H", "H", "H", "H", "H", "H", "H", "H", "C", "O", "C", "C", "N", "C", "C", "O", "C", "H", "H", "H", "H", "H", "H", "H", "H", "H", "H", "H", "H", "H", "H", "H", "C", "O", "C", "C", "N", "C", "C", "O", "C", "H", "H", "H", "H", "H", "H", "H", "H", "H", "H", "H", "H", "H", "H", "H", "C", "O", "C", "C", "N", "C", "C", "O", "C", "H", "H", "H", "H", "H", "H", "H", "H", "H", "H", "H", "H", "H", "H", "H", "C", "O", "C", "C", "N", "C", "C", "O", "C", "H", "H", "H", "H", "H", "H", "H", "H", "H", "H", "H", "H", "H", "H", "H"], "coordinates": [[-2.96, -0.19, 0.03], [-0.03, 0.55, -0.03], [-0.46, 0.68, -1.01], [-0.23, -0.41, 0.43], [1.05, 0.54, 0.00], [-0.32, 1.38, 0.59], [4.51, 1.75, -4.11], [3.48, 1.95, -3.18], [2.72, 0.83, -2.83], [3.51, -0.38, -2.22], [2.69, -1.12, -1.24], [3.34, -2.09, -0.38], [2.23, -2.67, 0.49], [1.14, -3.24, -0.22], [1.48, -4.48, -0.84], [4.24, 1.75, -5.16], [5.08, 0.83, -3.92], [5.13, 2.63, -3.95], [2.17, 0.48, -3.70], [1.97, 1.25, -2.16], [4.38, 0.03, -1.73], [3.94, -1.00, -3.01], [1.89, -0.62, -0.88], [4.13, -1.64, 0.21], [3.82, -2.82, -1.03], [1.76, -1.90, 1.11], [2.61, -3.34, 1.26], [0.70, -4.82, -1.52], [1.58, -5.22, -0.04], [2.39, -4.45, -1.43], [4.14, -0.65, 6.32], [3.16, -0.34, 5.35], [3.73, 0.31, 4.15], [2.66, 0.63, 3.07], [3.11, 0.89, 1.73], [3.87, 2.14, 1.63], [4.49, 2.27, 0.23], [5.46, 3.29, 0.27], [6.17, 3.56, -0.91], [3.75, -1.44, 6.97], [4.24, 0.25, 6.92], [5.08, -0.96, 5.86], [4.48, -0.29, 3.63], [4.24, 1.19, 4.53], [2.13, 1.48, 3.51], [2.01, -0.25, 3.06], [2.44, 0.80, 0.97], [4.73, 2.12, 2.30], [3.31, 3.05, 1.81], [3.72, 2.53, -0.50], [4.87, 1.36, -0.24], [6.65, 4.54, -0.82], [5.54, 3.60, -1.80], [6.90, 2.76, -1.02], [-2.40, 8.24, 4.34], [-1.56, 7.09, 4.01], [-2.14, 5.83, 4.42], [-1.22, 4.67, 4.07], [-1.13, 4.55, 2.60], [-0.03, 3.69, 2.21], [0.27, 3.91, 0.72], [0.57, 5.31, 0.56], [0.61, 5.83, -0.82], [-1.97, 9.12, 3.86], [-2.46, 8.40, 5.41], [-3.40, 8.16, 3.91], [-3.07, 5.66, 3.87], [-2.36, 5.86, 5.48], [-1.59, 3.80, 4.61], [-0.22, 4.88, 4.45], [-0.92, 5.44, 2.17], [-0.19, 2.61, 2.25], [0.82, 3.90, 2.87], [-0.59, 3.68, 0.09], [1.09, 3.28, 0.39], [1.45, 5.38, -1.34], [0.77, 6.91, -0.93], [-0.33, 5.64, -1.32], [0.53, -8.37, 4.52], [-0.52, -7.91, 3.61], [-1.51, -7.06, 4.20], [-1.06, -5.76, 4.96], [-0.13, -4.89, 4.21], [0.29, -3.65, 4.90], [1.51, -3.11, 4.17], [2.63, -4.00, 4.13], [3.94, -3.40, 3.90], [0.96, -7.45, 4.91], [1.30, -8.93, 3.99], [0.26, -9.02, 5.35], [-2.12, -7.57, 4.95], [-2.30, -6.83, 3.47], [-0.50, -5.98, 5.87], [-1.90, -5.08, 5.10], [0.81, -5.27, 4.17], [0.57, -3.87, 5.93], [-0.51, -2.93, 5.03], [1.75, -2.14, 4.60], [1.25, -2.86, 3.14], [3.88, -2.75, 3.02], [4.70, -4.17, 3.79], [4.15, -2.80, 4.78], [0.36, 5.93, -4.69], [-0.19, 4.76, -5.11], [0.69, 3.66, -5.23], [-0.10, 2.40, -5.67], [0.56, 1.16, -5.68], [1.58, 1.14, -6.71], [2.29, -0.27, -6.76], [1.65, -1.17, -7.63], [2.17, -2.51, -7.82], [-0.35, 6.74, -4.87], [1.31, 6.11, -5.19], [0.59, 5.88, -3.63], [1.16, 3.46, -4.27], [1.45, 3.86, -6.00], [-0.59, 2.56, -6.64], [-1.01, 2.30, -5.08], [-0.08, 0.46, -6.04], [2.40, 1.82, -6.47], [1.21, 1.39, -7.70], [2.27, -0.72, -5.77], [3.29, -0.08, -7.14], [3.26, -2.53, -7.86], [1.70, -2.89, -8.73], [1.79, -3.12, -7.00], [-2.13, 3.02, -2.12], [-2.97, 2.65, -1.06], [-3.77, 3.69, -0.47], [-4.22, 3.19, 0.91], [-3.11, 2.55, 1.66], [-3.66, 2.17, 2.98], [-2.73, 1.19, 3.80], [-2.03, 0.32, 2.97], [-0.89, -0.18, 3.63], [-1.29, 3.70, -1.97], [-2.82, 3.26, -2.93], [-1.63, 2.16, -2.58], [-4.62, 3.91, -1.12], [-3.23, 4.63, -0.34], [-5.05, 2.50, 0.73], [-4.51, 4.03, 1.54], [-2.51, 3.33, 1.87], [-4.60, 1.63, 2.88], [-3.81, 3.06, 3.59], [-3.30, 0.66, 4.56], [-2.07, 1.90, 4.29], [-0.15, -0.52, 2.90], [-1.17, -0.98, 4.32], [-0.38, 0.58, 4.22], [-5.35, -2.39, -1.79], [-4.11, -2.54, -1.19], [-3.95, -3.82, -0.57], [-2.42, -4.05, -0.43], [-1.58, -2.93, 0.18], [-1.39, -3.12, 1.63], [-2.69, -3.19, 2.48], [-3.66, -2.20, 2.03], [-4.68, -2.11, 3.02], [-6.14, -2.77, -1.14], [-5.35, -2.93, -2.74], [-5.54, -1.34, -2.01], [-4.32, -4.62, -1.21], [-4.33, -3.79, 0.45], [-2.06, -4.14, -1.46], [-2.34, -5.02, 0.06], [-0.64, -3.02, -0.17], [-0.78, -2.32, 2.04], [-0.92, -4.08, 1.83], [-2.36, -2.87, 3.46], [-3.07, -4.21, 2.49], [-4.29, -1.43, 3.77], [-4.97, -3.00, 3.57], [-5.63, -1.73, 2.64], [-0.19, -4.54, -4.35], [-0.48, -3.54, -3.43], [0.29, -2.38, -3.72], [-0.13, -1.32, -2.65], [-1.59, -1.24, -2.59], [-2.11, -0.57, -3.80], [-3.64, -0.20, -3.73], [-3.96, 0.59, -2.56], [-5.16, 1.33, -2.82], [0.80, -4.89, -4.09], [-0.05, -4.26, -5.40], [-0.92, -5.34, -4.23], [0.19, -2.05, -4.76], [1.33, -2.55, -3.46], [0.38, -0.37, -2.80], [0.14, -1.72, -1.67], [-1.75, -2.23, -2.73], [-2.01, -1.18, -4.70], [-1.50, 0.31, -4.03], [-4.31, -1.05, -3.84], [-3.79, 0.36, -4.65], [-5.35, 1.97, -1.96], [-6.04, 0.69, -2.85], [-5.15, 1.87, -3.76]], "mulliken_charge": [1.229, 8.522, -0.985, -1.417, -1.685, -1.498, -0.837, -0.224, 0.847, -1.378, 1.857, -1.330, -0.277, -0.170, -1.103, 0.094, 0.421, 0.327, -0.343, -0.506, 0.427, 0.477, -2.140, 0.314, 0.544, -0.616, 0.960, 0.098, 0.331, 0.368, -1.035, -0.244, -1.151, 1.392, 0.899, -0.568, -0.076, -0.430, -0.555, 0.270, 0.279, 0.475, 0.476, 0.559, -0.199, -1.118, -1.410, 0.634, 0.084, -0.071, 0.254, 0.323, 0.055, 0.290, -0.762, -0.337, -0.910, -0.414, -0.451, 0.167, 1.164, -0.597, -0.828, 0.250, 0.311, 0.313, 0.264, 0.598, 0.149, 0.545, 0.404, -1.399, 1.204, -0.977, -0.156, 0.267, 0.409, 0.261, -0.596, -0.366, -0.587, -1.071, 0.108, -1.718, 1.266, -0.513, -0.091, 0.199, 0.250, 0.301, 0.453, 0.294, 0.577, 0.388, 0.326, 0.751, 0.421, 0.213, -0.726, -0.152, 0.298, 0.121, -0.556, -0.382, -0.312, -0.704, 0.527, -1.134, -0.453, -0.414, -0.538, 0.267, 0.385, 0.045, 0.167, 0.521, 0.426, -0.058, 0.156, 0.449, 0.643, 0.122, 0.497, 0.327, 0.267, 0.062, -0.359, 0.316, -0.898, -0.967, 0.980, -1.083, -0.540, 0.395, -0.636, -0.291, 0.694, -0.733, 0.611, 0.230, 0.457, 0.476, -0.530, 0.593, 0.425, 0.448, -0.108, -0.753, 0.362, 0.750, -0.796, 0.464, -0.932, -0.570, 1.245, -0.045, -1.983, 0.439, -1.058, 0.412, 0.283, -0.067, 0.570, 0.197, 0.167, 0.512, -0.620, -0.777, 0.936, 0.365, 0.866, 0.204, 0.356, 0.289, -1.003, -0.159, -2.307, 1.133, 1.333, 0.077, -1.528, 0.755, -1.149, 0.418, 0.230, 0.300, 0.504, 0.755, -0.432, -0.394, 0.132, 0.593, -0.806, 0.481, 0.589, 0.084, 0.347, 0.379]}

[2]
{"formula": "C48H125N7O18", "method": "ωB97M-V with the def2-TZVPD basis set", "e_lumo_ev": 0.528, "symbols": ["C", "O", "C", "C", "N", "C", "C", "O", "C", "H", "H", "H", "H", "H", "H", "H", "H", "H", "H", "H", "H", "H", "H", "H", "C", "O", "C", "C", "N", "C", "C", "O", "C", "H", "H", "H", "H", "H", "H", "H", "H", "H", "H", "H", "H", "H", "H", "H", "C", "O", "C", "C", "N", "C", "C", "O", "C", "H", "H", "H", "H", "H", "H", "H", "H", "H", "H", "H", "H", "H", "H", "H", "C", "O", "C", "C", "N", "C", "C", "O", "C", "H", "H", "H", "H", "H", "H", "H", "H", "H", "H", "H", "H", "H", "H", "H", "C", "O", "C", "C", "N", "C", "C", "O", "C", "H", "H", "H", "H", "H", "H", "H", "H", "H", "H", "H", "H", "H", "H", "H", "C", "O", "C", "C", "N", "C", "C", "O", "C", "H", "H", "H", "H", "H", "H", "H", "H", "H", "H", "H", "H", "H", "H", "H", "C", "O", "C", "C", "N", "C", "C", "O", "C", "H", "H", "H", "H", "H", "H", "H", "H", "H", "H", "H", "H", "H", "H", "H", "C", "C", "C", "O", "H", "H", "H", "H", "H", "H", "H", "H", "C", "O", "H", "H", "H", "H", "C", "O", "H", "H", "H", "H", "C", "O", "H", "H", "H", "H"], "coordinates": [[-0.41, -2.60, -2.40], [-1.00, -3.78, -1.95], [-0.09, -4.86, -1.99], [-0.76, -6.13, -1.61], [-1.35, -6.13, -0.26], [-2.74, -6.55, -0.22], [-3.19, -6.89, 1.21], [-2.49, -8.00, 1.76], [-2.75, -8.24, 3.16], [0.39, -2.29, -1.68], [-1.15, -1.84, -2.46], [0.13, -2.70, -3.35], [0.75, -4.62, -1.34], [0.32, -4.97, -2.99], [-0.13, -6.99, -1.72], [-1.55, -6.17, -2.35], [-0.84, -6.75, 0.34], [-2.88, -7.40, -0.85], [-3.39, -5.75, -0.60], [-4.28, -6.97, 1.30], [-2.98, -6.00, 1.87], [-3.60, -8.88, 3.22], [-2.87, -7.29, 3.71], [-1.96, -8.84, 3.46], [0.96, 5.95, -4.53], [1.82, 4.84, -4.42], [1.30, 3.60, -4.93], [1.14, 3.66, -6.43], [0.46, 2.49, -7.02], [-1.01, 2.53, -6.78], [-1.70, 1.51, -7.61], [-1.36, 1.80, -9.00], [-2.08, 1.04, -9.94], [1.13, 6.60, -3.63], [-0.11, 5.63, -4.44], [1.13, 6.53, -5.46], [0.35, 3.30, -4.46], [2.03, 2.86, -4.66], [2.07, 3.82, -6.91], [0.65, 4.57, -6.66], [0.67, 2.42, -7.98], [-1.55, 3.41, -7.10], [-1.23, 2.30, -5.72], [-2.78, 1.63, -7.61], [-1.39, 0.44, -7.45], [-3.17, 1.20, -9.80], [-1.76, -0.02, -9.84], [-1.80, 1.39, -10.92], [-2.86, -0.50, -4.49], [-3.64, 0.57, -4.22], [-3.04, 1.54, -3.32], [-4.11, 2.50, -2.81], [-5.10, 1.86, -1.94], [-4.54, 1.63, -0.60], [-5.52, 0.69, 0.07], [-5.69, -0.54, -0.67], [-4.54, -1.35, -0.70], [-2.63, -1.09, -3.62], [-1.85, -0.27, -4.79], [-3.39, -1.00, -5.26], [-2.34, 2.11, -3.91], [-2.49, 1.05, -2.46], [-4.72, 2.98, -3.62], [-3.63, 3.23, -2.14], [-5.38, 0.89, -2.31], [-4.45, 2.58, -0.09], [-3.50, 1.29, -0.56], [-6.50, 1.12, 0.12], [-5.21, 0.36, 1.10], [-4.17, -1.51, 0.33], [-3.79, -0.97, -1.42], [-4.85, -2.32, -1.16], [5.99, -1.32, 4.55], [5.96, -0.17, 5.43], [4.90, -0.29, 6.38], [3.55, -0.37, 5.63], [3.34, 0.83, 4.89], [2.39, 0.62, 3.78], [2.42, 1.67, 2.65], [3.34, 1.23, 1.69], [3.49, 2.14, 0.66], [6.02, -2.30, 5.08], [6.94, -1.21, 3.98], [5.20, -1.25, 3.80], [5.02, 0.53, 7.08], [5.03, -1.28, 6.88], [2.77, -0.53, 6.39], [3.53, -1.31, 5.03], [4.33, 1.06, 4.48], [1.40, 0.52, 4.21], [2.49, -0.37, 3.25], [2.82, 2.58, 3.13], [1.46, 1.97, 2.14], [2.59, 2.07, -0.02], [4.30, 1.69, 0.04], [3.67, 3.19, 1.00], [3.77, -6.60, 6.71], [3.04, -5.56, 6.02], [3.74, -4.58, 5.29], [2.66, -3.82, 4.44], [1.83, -4.67, 3.64], [0.71, -3.98, 3.01], [0.83, -3.39, 1.61], [1.63, -2.24, 1.71], [1.67, -1.51, 0.52], [4.21, -7.29, 5.95], [3.01, -7.02, 7.39], [4.57, -6.15, 7.32], [4.41, -5.12, 4.62], [4.27, -3.84, 5.92], [3.25, -3.20, 3.73], [2.04, -3.14, 5.07], [1.44, -5.45, 4.15], [0.27, -3.29, 3.71], [-0.04, -4.77, 2.90], [-0.19, -3.09, 1.28], [1.22, -4.07, 0.81], [2.57, -0.90, 0.57], [0.77, -0.88, 0.38], [1.94, -2.22, -0.33], [-0.56, 4.07, -0.94], [-1.85, 4.43, -0.43], [-1.78, 5.44, 0.61], [-3.04, 5.29, 1.45], [-2.92, 4.08, 2.23], [-3.90, 4.00, 3.29], [-3.37, 4.43, 4.64], [-3.46, 5.84, 4.74], [-3.16, 6.41, 5.98], [-0.09, 4.89, -1.58], [-0.65, 3.25, -1.60], [-0.01, 3.85, -0.04], [-1.63, 6.42, 0.19], [-0.94, 5.26, 1.32], [-3.95, 5.30, 0.78], [-3.05, 6.07, 2.17], [-3.07, 3.25, 1.61], [-4.21, 2.97, 3.39], [-4.79, 4.54, 2.96], [-2.36, 4.11, 4.72], [-3.98, 3.91, 5.46], [-3.13, 7.48, 5.77], [-2.20, 6.07, 6.24], [-3.82, 6.11, 6.79], [0.64, 3.26, 5.12], [-0.21, 2.11, 4.95], [-0.38, 1.29, 6.06], [-1.35, 0.13, 5.74], [-2.35, 0.60, 4.79], [-2.95, -0.45, 4.01], [-2.28, -0.44, 2.66], [-2.37, 0.85, 2.06], [-1.54, 0.97, 0.95], [0.62, 3.92, 4.23], [1.67, 2.83, 5.20], [0.45, 3.77, 6.05], [-0.71, 1.86, 6.96], [0.57, 0.83, 6.30], [-1.82, -0.08, 6.68], [-0.84, -0.74, 5.38], [-1.97, 1.33, 4.20], [-4.04, -0.47, 3.96], [-2.74, -1.51, 4.35], [-2.80, -1.16, 1.98], [-1.22, -0.74, 2.72], [-1.89, 1.85, 0.40], [-1.65, 0.09, 0.26], [-0.46, 1.03, 1.13], [3.89, -0.92, -3.94], [3.97, -2.39, -4.32], [5.38, -2.93, -4.39], [3.24, -3.05, -3.25], [4.49, -0.40, -4.68], [4.32, -0.84, -2.94], [2.84, -0.63, -3.91], [3.52, -2.64, -5.34], [5.88, -2.47, -5.30], [5.47, -4.03, -4.50], [5.90, -2.81, -3.43], [3.08, -3.97, -3.52], [4.28, 4.92, -2.00], [3.12, 4.03, -2.04], [3.99, 5.91, -1.52], [5.13, 4.52, -1.39], [4.70, 5.17, -3.03], [2.61, 4.36, -2.81], [1.20, 0.68, -2.29], [0.07, 0.67, -3.20], [2.03, 1.37, -2.64], [0.86, 0.95, -1.33], [1.50, -0.36, -2.26], [0.44, 0.50, -4.15], [1.03, -1.17, -6.52], [1.40, 0.04, -5.89], [-0.03, -1.35, -6.41], [1.18, -1.22, -7.59], [1.50, -2.03, -6.04], [1.06, 0.86, -6.36]], "mulliken_charge": [0.888, -0.461, -0.143, -1.206, 0.130, -0.688, -0.459, -0.365, -0.754, -0.376, -0.612, 0.337, 0.096, 0.429, 0.363, 0.403, 0.205, 0.419, 0.271, 0.416, 0.175, 0.315, 0.301, 0.262, -0.911, -0.556, 0.878, -1.258, -0.274, 0.272, -0.735, -0.389, -0.702, 0.299, 0.360, 0.270, -0.238, 0.032, 0.405, 0.565, 0.300, 0.491, -0.508, 0.594, 0.133, 0.278, 0.262, 0.249, -0.070, -0.521, 1.634, -0.933, -0.324, 0.353, -0.800, -0.514, -0.098, -0.157, -0.195, 0.566, -0.574, -0.427, 0.369, 0.127, 0.427, 0.427, -0.260, 0.349, 0.195, 0.141, 0.011, 0.223, -0.331, -0.417, -0.916, -0.050, -0.181, 0.041, -0.411, -0.330, -0.698, 0.249, 0.299, 0.035, 0.349, 0.414, 0.235, -0.309, 0.491, -0.789, 0.479, 0.737, 0.073, 0.061, 0.302, 0.372, -0.748, -0.318, -0.618, 0.073, -0.364, -1.216, -0.165, 0.020, -0.222, 0.284, 0.224, 0.292, 0.416, 0.290, -0.006, 0.160, 0.338, 0.378, 0.555, 0.276, -0.071, 0.238, 0.231, 0.017, 0.103, -0.125, -0.766, -0.772, 0.543, -0.761, 0.108, -0.319, -0.821, 0.113, -0.481, 0.267, 0.407, 0.355, 0.292, 0.592, -0.609, 0.260, 0.504, -0.246, 0.425, 0.240, 0.327, 0.303, -0.856, 0.122, -0.579, -0.245, -0.150, -1.240, 0.241, 0.198, 1.332, 0.111, 0.197, 0.412, 0.632, 0.073, 0.366, 0.014, 0.128, 0.354, 0.384, -0.093, -0.048, -0.761, -0.021, -0.475, -0.571, 0.649, -1.477, -0.396, 0.494, 0.312, -0.491, 0.047, 0.348, 0.386, 0.347, 0.266, -0.783, -0.257, 0.322, 0.245, 0.259, 0.266, 0.314, 1.355, 0.270, -0.637, -0.029, -0.631, -0.676, -0.504, 0.221, 0.358, 0.117, 0.362]}

Number 1: Kohn-Sham gap 2.63 eV. Number 2: Kohn-Sham gap 8.83 eV.